# 1
Molecular formula: C32H63Si4
Method: DFT, ωB97M-V/def2-TZVPD

CARTESIAN COORDINATES (ANGSTROEM)
C: -4.88733 5.46813 2.89193
C: -3.69611 4.62897 2.43229
C: -4.06723 3.16565 2.19475
C: -2.85831 2.30714 1.80113
Si: -3.24623 0.80477 0.69916
C: -3.60567 -0.66773 1.79684
C: -4.79342 1.16925 -0.30684
C: -1.85879 0.39856 -0.51819
Si: -0.08188 0.11078 0.01571
H: 0.17608 -1.55464 0.03190
C: 1.07426 0.91117 -1.22533
Si: 0.75224 0.64911 -3.06510
C: 2.29233 1.29267 -3.92531
C: 0.52083 -1.17792 -3.41978
C: -0.78183 1.57747 -3.69809
C: -0.62590 2.12654 -5.11647
C: -1.95502 2.61118 -5.69180
C: -1.81140 3.23177 -7.07671
C: 0.29852 0.53771 1.78357
Si: 1.99799 1.23228 2.20668
C: 2.19937 3.02876 1.70696
C: 2.07725 1.14029 4.08155
C: 3.45755 0.32611 1.41242
C: 3.90879 -0.95780 2.11385
C: 5.20804 -1.49041 1.49946
C: 5.73717 -2.73876 2.19803
H: -4.59485 6.52040 2.97509
H: -5.71558 5.40653 2.17672
H: -5.25949 5.14285 3.87128
H: -3.29749 5.05352 1.50167
H: -2.89503 4.67866 3.18160
H: -4.50808 2.75408 3.11233
H: -4.85767 3.11918 1.43554
H: -2.09815 2.91579 1.28767
H: -2.39824 1.92283 2.72467
H: -4.16779 -1.41940 1.22341
H: -2.68505 -1.12767 2.17847
H: -4.21745 -0.37173 2.66008
H: -4.67084 0.80802 -1.33690
H: -5.65920 0.65300 0.13423
H: -5.02106 2.24189 -0.34899
H: -2.17024 -0.52260 -1.04794
H: -1.85428 1.19194 -1.28463
H: 1.11603 1.99611 -1.02992
H: 2.09639 0.52275 -1.07670
H: 2.48674 0.75358 -4.86271
H: 2.22266 2.36418 -4.15676
H: 3.16349 1.15051 -3.27132
H: 0.00204 -1.32746 -4.37695
H: 1.50583 -1.66850 -3.47811
H: -0.06021 -1.67420 -2.62804
H: -1.63978 0.88758 -3.65010
H: -1.00285 2.40731 -3.00835
H: 0.09708 2.95608 -5.10945
H: -0.20519 1.36046 -5.78669
H: -2.65021 1.76345 -5.74016
H: -2.39377 3.34633 -5.00422
H: -2.79093 3.50257 -7.46996
H: -1.19955 4.14252 -7.04375
H: -1.34471 2.53546 -7.78484
H: -0.45182 1.26684 2.13440
H: 0.16395 -0.36270 2.41013
H: 3.27062 3.27337 1.64533
H: 1.73745 3.25790 0.73845
H: 1.74567 3.67145 2.47270
H: 3.04951 0.77309 4.43646
H: 1.91638 2.14262 4.50069
H: 1.29132 0.47898 4.47259
H: 3.24197 0.10207 0.36046
H: 4.29087 1.05279 1.39922
H: 4.05030 -0.77670 3.19150
H: 3.12164 -1.72867 2.03141
H: 5.03138 -1.70018 0.43281
H: 5.96817 -0.69916 1.54268
H: 6.82602 -2.77307 2.11528
H: 5.47864 -2.74919 3.26296
H: 5.33642 -3.64851 1.74812
C: -0.79337 -3.31897 1.77906
C: -2.19515 -3.73344 1.26675
C: -2.03711 -3.77527 -0.22417
C: -0.71255 -3.67876 -0.58651
C: 0.11960 -3.36554 0.55960
C: 1.45736 -3.94371 0.68367
C: 2.13800 -4.41064 -0.46417
C: 3.18402 -5.33132 -0.35666
C: 3.66487 -5.69050 0.91064
C: 3.13220 -5.08588 2.05871
C: 2.05616 -4.20226 1.94312
H: -0.79607 -2.28860 2.15230
H: -0.47781 -3.96156 2.60963
H: -2.44145 -4.73306 1.66640
H: -2.99758 -3.06612 1.61897
H: -2.88190 -3.95193 -0.89815
H: -0.31950 -3.78387 -1.59964
H: 1.80621 -4.08955 -1.45807
H: 3.60842 -5.78521 -1.24911
H: 4.47207 -6.42722 1.00300
H: 3.53859 -5.32433 3.04189
H: 1.64267 -3.75030 2.85868

Forces on atoms 1 to 6 (eV/Å):
0.0927 0.1344 0.0346
-0.1873 -0.0206 0.0972
-0.0783 0.0502 0.0510
0.2100 -0.4673 -0.1391
-0.2238 0.5436 0.1621
-0.0311 -0.2067 0.0423

Its HOMO-LUMO gap is 7.0 eV. For the calculated total energy, the calculation gives -65712.953 eV. As for the spin multiplicity: 1. The value obtained for the HOMO energy is -12.04 eV. As for the charge: +1.

***

# 2
Molecular formula: C32H64BF7N5O9P2S
Method: DFT, ωB97M-V/def2-TZVPD

CARTESIAN COORDINATES (ANGSTROEM)
C: 1.66797 2.95356 -2.61737
C: 1.63048 1.62151 -2.59398
C: 1.95624 0.59143 -1.53370
P: 3.38734 -0.56340 -2.16991
C: 3.97040 0.23945 -3.69207
O: 4.65134 -0.33697 -1.11089
O: 0.80664 -0.24451 -1.59737
C: 0.64690 -1.40193 -0.76158
S: -1.20858 -1.15911 -0.66452
C: 0.89039 -2.67521 -1.59140
C: -0.03573 -3.93856 -1.49365
N: -0.47601 -4.33596 -0.14265
N: -1.14159 -3.82028 -2.42746
N: 0.74838 -5.09985 -1.98332
C: 1.46776 -1.35218 0.62413
B: 2.31989 -2.69180 1.07051
O: 2.27511 -3.91836 0.44932
N: 3.17988 -2.61954 2.25521
C: 4.37739 -3.46059 2.03591
C: 2.58688 -3.07138 3.52217
P: -0.02551 -1.30776 2.00067
O: 0.39970 -0.57654 3.40163
O: -0.18396 -2.88087 2.34968
N: 2.41047 -0.09250 0.76043
C: 2.91227 0.23462 2.15367
C: 4.42080 0.39425 2.24916
F: 5.12573 -0.69764 1.79712
C: 2.03546 1.12758 -0.09725
C: 2.98423 2.33735 0.11013
C: 4.26532 2.50303 -0.70400
O: 4.61963 3.87468 -0.53893
C: 0.68459 1.77369 0.43302
O: 0.70816 2.14860 1.57235
C: -0.59421 2.28313 -0.32684
F: -0.30183 3.58364 -0.58213
F: -0.91681 1.72077 -1.48444
C: -1.85585 2.30605 0.60384
F: -1.81425 3.38982 1.37900
F: -1.87259 1.20992 1.36492
C: -3.23888 2.36254 -0.12529
F: -4.11287 2.47511 0.88198
F: -3.50221 1.20259 -0.74332
C: -3.53176 3.55509 -1.07760
O: -4.46204 4.27631 -0.88327
O: -2.69100 3.64642 -2.12656
H: 0.93523 3.47416 -3.22530
H: 2.40160 3.59199 -2.14083
H: 1.23566 1.12642 -3.47897
H: 4.18224 1.30590 -3.58514
H: 4.88256 -0.27639 -4.00252
H: 3.22084 0.12723 -4.47610
H: 5.48502 -0.14048 -1.55431
H: -1.61493 -2.31045 -0.13253
H: 1.91898 -2.99026 -1.49606
H: 0.84365 -2.38232 -2.64485
H: -1.47847 -4.24341 -0.03784
H: -0.23025 -5.30184 0.03705
H: -1.21977 -2.89622 -2.82419
H: -2.02798 -4.10438 -2.03779
H: 1.23309 -4.82773 -2.83404
H: 1.48652 -5.30325 -1.31219
H: 2.80778 -4.02921 -0.34238
H: 5.14978 -3.12801 2.73180
H: 4.17929 -4.51293 2.26718
H: 4.75155 -3.36857 1.01699
H: 3.38299 -3.22032 4.25565
H: 1.88889 -2.35001 3.94023
H: 2.06730 -4.03068 3.42002
H: -0.06709 -0.94883 4.16605
H: -0.23385 -3.46744 1.55298
H: 3.26731 -0.43052 0.30759
H: 2.50701 1.18216 2.50151
H: 2.55622 -0.48686 2.86951
H: 4.78088 1.26796 1.70921
H: 4.64402 0.54634 3.30797
H: 2.39688 3.22445 -0.13170
H: 3.23923 2.48633 1.15390
H: 4.12146 2.31438 -1.76883
H: 5.07537 1.87190 -0.34090
H: 5.55311 3.94422 -0.32259
H: -3.21223 3.94600 -2.88725
C: 0.09500 -4.44812 5.34794
C: 0.21226 -5.94736 5.09009
C: -0.66564 -6.42691 3.93477
C: -2.16830 -6.22470 4.13766
C: -2.74207 -6.89249 5.38627
C: -2.59548 -8.41088 5.38513
H: -0.91744 -4.16440 5.64093
H: 0.76751 -4.13919 6.15110
H: 0.35875 -3.89530 4.44813
H: -0.02484 -6.49806 6.00323
H: 1.25298 -6.18702 4.85300
H: -0.46002 -7.48434 3.74962
H: -0.36413 -5.90017 3.02032
H: -2.69244 -6.61134 3.25739
H: -2.39231 -5.15405 4.17238
H: -3.80248 -6.63853 5.45532
H: -2.27251 -6.47956 6.28328
H: -3.08625 -8.84827 4.51321
H: -3.05151 -8.84503 6.27504
H: -1.54855 -8.71798 5.37289
C: -2.78306 8.64266 -6.08050
C: -4.25337 8.23853 -6.02705
C: -5.00482 8.82957 -4.83523
C: -4.48023 8.39620 -3.46517
C: -4.46665 6.88706 -3.22948
C: -5.85226 6.24949 -3.28187
H: -2.23322 8.28538 -5.20783
H: -2.29713 8.22844 -6.96507
H: -2.67966 9.72867 -6.12214
H: -4.33337 7.14755 -6.01981
H: -4.74480 8.57243 -6.94407
H: -6.06339 8.57011 -4.92042
H: -4.96065 9.92127 -4.89359
H: -5.09502 8.86689 -2.69215
H: -3.46916 8.78680 -3.32025
H: -4.02924 6.69378 -2.24638
H: -3.80929 6.40062 -3.96024
H: -6.51434 6.69546 -2.53818
H: -5.79317 5.18070 -3.07118
H: -6.31321 6.36646 -4.26383

Forces on atoms 1 to 6 (eV/Å):
0.3158 0.0443 -0.2824
-0.0753 0.0236 -0.0090
0.8859 0.3622 -0.2665
-0.2806 -0.7890 -0.1137
0.1075 0.4561 0.1112
-0.0943 0.1490 -0.1170

Its HOMO-LUMO gap is 7.4 eV. For the calculated total energy, the calculation gives -109203.542 eV. As for the spin multiplicity: 1. The value obtained for the HOMO energy is -10.30 eV. As for the charge: +1.

***

Q: Among the records above, which one has the lowest calculated total energy?
A: C32H64BF7N5O9P2S

***

Q: Look up the calculated total energy of the first one.
A: -65712.953 eV

***

Q: Which of these has the lowest calculated total energy?
A: C32H64BF7N5O9P2S